1.
The following is a quantum chemistry calculation of 3 unconnected molecules or ions with the total composition C29H48N2O9S, from the OMol25 dataset.

The geometry in ORCA input format:
```
! RIJCOSX wB97M-V def2-TZVPD def2/J DEFGRID3
* xyz 0 1
S 0.027 0.033 0.065
O -3.552 1.242 3.334
O -2.779 2.050 -4.789
O -0.853 0.160 5.807
O 1.024 1.567 5.524
O -5.076 1.471 1.807
O 2.578 1.437 0.114
O -2.822 0.157 -6.039
O -2.926 2.238 -6.945
O -5.308 -0.193 3.337
N 3.204 1.482 -1.952
N 2.034 0.825 -1.889
C 0.357 -1.136 1.464
C 1.972 3.908 2.598
C -3.031 1.669 -8.257
C 1.403 -2.916 -3.593
C 1.566 0.762 -0.546
C 2.644 -4.046 -1.540
C 1.712 4.190 1.432
C 3.593 -2.841 -1.082
C 3.747 -1.149 3.339
C 0.826 -0.258 3.936
C 5.044 -1.483 2.450
C 2.185 3.425 4.090
C -3.092 0.620 4.540
C 3.431 0.410 3.370
C 0.168 0.459 5.228
C -7.503 1.535 2.033
C -2.833 1.358 -5.939
C 1.227 -3.535 -2.115
C 1.414 2.053 4.224
C 3.775 -2.825 0.515
C 0.627 -1.518 -3.769
C 1.891 0.789 3.353
C 4.719 -1.605 0.900
C -6.317 1.094 1.197
C -0.281 -0.703 2.854
C -4.705 0.739 2.868
C -4.413 1.097 -8.505
C 3.603 1.902 -0.682
C -2.786 1.228 -3.623
H -0.964 0.201 2.745
H -6.353 1.596 0.228
H 0.409 2.278 3.727
H -7.454 2.608 2.231
H 4.223 -0.659 0.489
H 0.908 -3.636 -4.329
H -0.178 -1.596 -4.567
H 1.538 1.116 2.318
H 3.923 0.902 2.467
H -0.025 -2.158 1.137
H 0.847 -2.725 -1.407
H 0.484 -4.397 -2.207
H 5.696 -1.740 0.328
H 3.999 -1.486 4.402
H 2.492 -2.868 -3.896
H 5.607 -2.372 2.872
H -7.515 1.034 3.004
H 2.506 -4.784 -0.679
H 1.285 -1.175 4.443
H -5.179 1.855 -8.326
H -3.757 0.742 -3.516
H 0.149 -1.231 -2.778
H -2.116 1.016 4.762
H 3.293 3.372 4.320
H 2.900 -1.806 2.984
H -6.336 0.018 1.004
H 3.917 0.838 4.305
H 5.735 -0.581 2.575
H -4.503 0.737 -9.531
H 3.190 -1.821 -1.363
H 4.488 2.491 -0.337
H 1.477 -1.204 1.583
H -2.249 0.921 -8.412
H -4.627 0.265 -7.832
H -0.933 -1.524 3.302
H 1.446 4.038 0.348
H 4.226 -3.804 0.892
H 1.332 -0.691 -4.075
H -2.624 1.872 -2.758
H 3.173 -4.547 -2.421
H -2.845 2.481 -8.963
H -3.764 0.867 5.364
H -1.986 0.486 -3.656
H 1.756 4.251 4.733
H -3.010 -0.461 4.421
H -8.440 1.310 1.522
H 2.727 -2.760 0.943
H 4.636 -2.957 -1.510
*
```

Values from the calculation:
HOMO level ... -9.45 eV
Calculated total energy ... -2318.42373 Ha
Structure (SMILES) ... C#CC[C@@H]1OC(=O)[C@@H](CCSc2nnco2)[C@@H]1CCCCCCCCCC.CCOC(=O)OC.CCOC(=O)OC
Kohn-Sham gap ... 9.5 eV
Maximum force ... 6.280 eV/Å

2.
The following is a quantum chemistry calculation of a molecular structure, CHAgMgO2, from the OMol25 dataset.

The geometry in ORCA input format:
```
! RIJCOSX wB97M-V def2-TZVPD def2/J DEFGRID3
* xyz 1 2
Ag 0.260 -0.421 1.305
Mg 0.275 -2.713 -1.707
O 1.005 -1.270 -0.663
O -1.334 3.272 1.765
C -0.755 2.314 1.653
H 1.887 -0.970 -0.898
*
```

Values from the calculation:
HOMO level (spin up / spin down) ... -11.03 / -15.37 eV
<S²> ... 0.7506
Calculated total energy ... -535.97269 Ha
Kohn-Sham gap (spin up / spin down) ... 6.0 / 10.1 eV
Maximum force ... 0.866 eV/Å

3.
The following is a quantum chemistry calculation of a molecular structure, C3H3O4Sn, from the OMol25 dataset.

The geometry in ORCA input format:
```
! RIJCOSX wB97M-V def2-TZVPD def2/J DEFGRID3
* xyz 0 2
Sn -0.576 -1.610 -1.191
O 2.791 -0.766 0.799
O 1.768 -1.038 -1.256
O -1.213 0.375 -1.498
O -0.108 -0.883 0.541
C -0.626 0.362 0.797
C 2.085 -0.895 -0.122
C -1.225 0.975 -0.431
H -1.422 0.383 1.574
H -1.609 2.011 -0.375
H 0.135 1.086 1.163
*
```

Values from the calculation:
HOMO level (spin up / spin down) ... -5.18 / -9.64 eV
<S²> ... 0.7543
Calculated total energy ... -631.32117 Ha
Kohn-Sham gap (spin up / spin down) ... 5.1 / 9.6 eV
Maximum force ... 6.057 eV/Å

4.
The following is a quantum chemistry calculation of 6 unconnected molecules or ions with the total composition C40H43N7O4S, from the OMol25 dataset.

The geometry in ORCA input format:
```
! RIJCOSX wB97M-V def2-TZVPD def2/J DEFGRID3
* xyz 0 1
S -6.785 -0.383 -3.277
O 4.784 -1.035 -2.126
O 4.364 -3.351 -1.311
O -5.036 -6.339 -0.516
O -2.899 2.063 -1.131
N -0.878 5.348 2.944
N -6.006 -1.928 -2.858
N -8.589 -10.257 -1.457
N 2.542 3.290 -2.829
N -5.688 0.889 -2.682
N 4.822 3.573 2.502
N 4.396 -0.775 3.282
C 4.750 -2.082 -1.089
C -1.564 6.312 3.596
C 3.998 4.836 -3.979
C 4.346 3.204 1.292
C -4.719 -1.620 -2.124
C -4.805 -5.018 -0.519
C -5.807 -10.019 -1.632
C 4.136 4.537 3.153
C 3.189 5.901 -3.597
C -3.759 -4.343 -1.627
C -3.168 6.521 1.846
C 4.657 0.375 3.940
C 2.532 4.746 1.403
C -4.576 0.040 -2.044
C -7.953 -9.110 -1.134
C -7.813 -11.284 -1.868
C -2.704 6.921 3.095
C -6.433 -11.215 -1.969
C 1.778 4.345 -2.472
C 3.635 3.560 -3.576
C 3.466 -0.865 -2.759
C -2.482 5.531 1.149
C 2.737 0.406 -2.003
C -0.795 0.070 0.179
C -6.580 -8.943 -1.207
C 3.629 -1.706 5.374
C -3.652 -2.711 -1.515
C 1.834 -0.065 -0.676
C 3.889 -1.791 4.015
C -2.340 -2.104 -0.706
C -1.354 4.979 1.735
C 2.056 5.655 -2.829
C 5.276 -1.634 0.431
C -3.215 0.621 -1.268
C 3.910 -0.509 6.024
C -2.165 -0.475 -0.610
C 2.996 5.146 2.652
C 4.435 0.555 5.296
C 3.218 3.756 0.706
C 0.294 0.399 -1.003
H 4.914 2.427 0.789
H 5.743 -0.548 0.432
H 3.721 -0.405 7.088
H 2.799 -1.827 -2.783
H 3.690 -2.705 3.463
H -0.434 -0.698 0.987
H -8.599 -8.301 -0.805
H 3.657 -0.564 -3.891
H -4.057 6.976 1.419
H 4.539 4.817 4.122
H -4.727 -9.926 -1.700
H -3.216 7.689 3.663
H -3.972 -4.744 -2.721
H -1.161 6.592 4.565
H 1.986 0.875 -2.804
H 2.278 0.418 0.318
H 4.888 4.994 -4.576
H 3.440 6.915 -3.896
H 0.907 4.102 -1.870
H -8.348 -12.195 -2.123
H -3.536 2.501 -0.488
H 1.970 -1.233 -0.539
H 4.232 2.696 -3.851
H 3.219 -2.553 5.912
H 1.643 5.201 0.976
H -0.059 -0.211 -1.965
H 3.494 1.274 -1.744
H 0.346 1.559 -1.271
H -0.786 4.202 1.232
H -5.309 -4.333 0.288
H 5.061 1.176 3.329
H 4.665 1.500 5.774
H 1.405 6.463 -2.516
H 2.484 5.914 3.220
H -2.817 5.198 0.173
H -1.552 -2.834 -0.211
H -5.859 -12.072 -2.303
H 6.102 -2.423 0.715
H 4.360 -1.647 1.165
H -1.090 1.071 0.746
H -2.687 -4.783 -1.342
H -6.123 -7.997 -0.937
H 2.883 3.423 -0.269
*
```

Values from the calculation:
HOMO level ... -8.47 eV
Calculated total energy ... -2631.87752 Ha
Structure (SMILES) ... CC(=O)OCCCCCc1cc(CC=O)c2nsnc2c1O.c1ccncc1.c1ccncc1.c1ccncc1.c1ccncc1.c1ccncc1
Kohn-Sham gap ... 6.7 eV
Maximum force ... 8.498 eV/Å

5.
The following is a quantum chemistry calculation of 6 unconnected molecules or ions with the total composition C5H21NO6, from the OMol25 dataset.

The geometry in ORCA input format:
```
! RIJCOSX wB97M-V def2-TZVPD def2/J DEFGRID3
* xyz 0 1
O 2.696 -0.241 -0.407
O 0.957 -0.592 3.612
O 1.745 0.733 -3.597
O -1.073 0.660 2.194
O -1.988 3.596 -1.727
O 0.753 2.216 0.571
N -0.559 -2.254 0.838
C 0.690 -2.849 0.453
C -0.684 -0.228 -2.078
C -1.442 -0.285 1.544
C -0.743 -0.863 0.361
C -1.567 -0.791 -0.899
H -0.508 0.829 -2.080
H 0.775 -1.505 3.382
H 0.701 -0.100 2.822
H -2.473 -0.171 -0.938
H -1.058 3.376 -1.826
H 2.316 1.350 -3.138
H 1.555 -2.590 1.098
H -2.297 -0.935 1.890
H 0.572 -3.934 0.420
H 2.020 0.417 -0.229
H 2.756 -0.927 0.258
H -1.847 -1.828 -1.213
H -1.185 -0.311 -3.047
H 0.168 -0.894 -2.054
H 1.036 3.007 1.046
H 1.651 0.017 -2.967
H -0.128 1.943 0.871
H -1.376 -2.836 0.887
H 0.283 -0.508 0.291
H 1.019 -2.535 -0.547
H -2.479 2.827 -2.060
*
```

Values from the calculation:
HOMO level ... -9.51 eV
Calculated total energy ... -709.24032 Ha
Structure (SMILES) ... CC[C@@H](C=O)NC.O.O.O.O.O
Kohn-Sham gap ... 9.9 eV
Maximum force ... 2.939 eV/Å

6.
The following is a quantum chemistry calculation of a molecular structure, C41H48BO5S, from the OMol25 dataset.

The geometry in ORCA input format:
```
! RIJCOSX wB97M-V def2-TZVPD def2/J DEFGRID3
* xyz -1 1
S -3.388 0.475 -0.309
O -5.287 -1.323 0.265
O -2.606 -0.683 -0.628
O -3.580 1.354 -1.424
O -7.217 -0.136 -0.062
O -7.443 -2.474 0.770
C -6.234 0.817 0.109
C 2.433 2.834 0.049
C -5.957 -4.416 0.870
C -4.943 -0.023 0.483
C -7.833 2.635 -5.569
C 2.659 0.888 5.725
C 2.759 3.374 6.955
C 6.020 -7.668 0.559
C 2.521 3.283 5.591
C 7.998 -6.597 -0.285
C 0.528 6.011 -3.497
C -2.463 1.296 1.000
C 8.651 -7.822 -0.309
C 6.670 -8.894 0.529
C 5.383 -4.009 -2.091
C 3.620 1.391 1.563
C -7.181 1.237 -3.723
C -6.886 -3.449 1.608
C 2.948 2.221 7.704
C 7.987 -8.970 0.097
C 1.471 1.851 -0.136
C 3.508 2.605 0.897
C 1.341 6.517 -1.292
C 5.082 -1.855 -1.068
C -8.259 1.704 -2.985
C 3.197 -3.010 -2.012
C -6.967 1.704 -5.012
C 0.587 5.719 -2.142
C 2.474 2.040 4.975
C -9.128 2.632 -3.544
C 4.027 -4.060 -2.382
C 5.910 -2.907 -1.432
C 6.683 -6.520 0.151
C 2.895 0.978 7.090
C 1.978 7.898 -3.154
C 1.220 7.102 -4.002
C 2.654 0.409 1.383
C 3.726 -1.907 -1.356
C 1.580 0.638 0.535
C 2.039 7.604 -1.799
C -8.917 3.096 -4.835
B -6.681 -1.244 0.795
H 2.740 -0.536 1.904
H -7.664 3.000 -6.575
H 4.259 3.371 1.040
H 6.175 -5.565 0.172
H -2.806 2.301 1.192
H 0.637 2.027 -0.803
H -4.999 -4.460 1.373
H 2.631 8.223 -1.137
H 0.045 4.869 -1.748
H 6.968 -2.868 -1.201
H 2.139 -3.051 -2.233
H 6.029 -4.829 -2.378
H 2.618 -0.082 5.245
H 5.491 -0.992 -0.557
H -9.972 2.994 -2.970
H 3.616 -4.919 -2.897
H 9.679 -7.881 -0.645
H -2.542 0.647 1.860
H 2.520 8.747 -3.549
H 4.994 -7.607 0.900
H 2.346 3.780 -0.471
H 3.080 -1.087 -1.070
H -8.411 1.336 -1.977
H 2.797 4.343 7.435
H -4.727 0.041 1.553
H 3.036 0.079 7.675
H -6.122 1.341 -5.584
H -6.706 -0.782 1.960
H -1.419 1.292 0.714
H 6.151 -9.790 0.842
H -7.695 -3.993 2.095
H -0.060 5.388 -4.158
H 3.136 2.292 8.768
H -6.385 1.443 1.002
H 8.515 -5.702 -0.606
H -6.126 1.535 -0.699
H -5.777 -4.091 -0.144
H 8.495 -9.926 0.076
H -6.347 -5.430 0.843
H 4.459 1.211 2.223
H -6.508 0.509 -3.287
H -6.314 -2.989 2.413
H 1.384 6.291 -0.234
H 2.292 1.969 3.911
H 1.170 7.332 -5.058
H 0.828 -0.129 0.391
H -9.597 3.819 -5.269
H 2.371 4.181 5.006
*
```

Values from the calculation:
HOMO level ... -5.22 eV
Calculated total energy ... -2390.43240 Ha
Kohn-Sham gap ... 7.2 eV
Maximum force ... 1.404 eV/Å

7.
The following is a quantum chemistry calculation of a molecular structure, C27H25N3O2RuS2, from the OMol25 dataset.

The geometry in ORCA input format:
```
! RIJCOSX wB97M-V def2-TZVPD def2/J DEFGRID3
* xyz 1 2
Ru -0.025 -0.822 -0.061
S -1.468 0.849 0.202
S 1.472 0.819 -0.064
O -1.234 -3.264 3.092
O 0.650 -2.760 -3.696
N 0.591 -1.258 -2.036
N -0.324 -2.921 -0.305
N -0.725 -1.509 1.798
C 2.432 0.653 3.730
C -0.283 -4.832 -1.698
C -0.974 -5.002 0.615
C -1.956 1.827 -3.512
C -0.980 -0.894 3.112
C 0.188 0.737 -3.459
C -1.372 2.960 -4.057
C 2.090 1.757 4.494
C 1.563 3.572 0.147
C 1.059 -0.463 -3.184
C 0.402 -2.463 -2.437
C -0.750 -3.642 0.729
C -0.911 -2.774 1.911
C 0.113 0.040 3.561
C -0.739 -5.591 -0.624
C 0.757 2.006 4.794
C -1.179 0.715 -3.218
C -1.184 -2.131 4.019
C -1.445 3.577 0.595
C 0.771 1.876 -4.002
C -0.228 1.151 4.326
C 0.718 2.336 0.159
C -0.640 2.341 0.340
C 1.092 -1.513 -4.325
C 1.447 -0.208 3.267
C -0.006 2.983 -4.305
C -0.082 -3.480 -1.486
H -1.684 4.080 -0.345
H 2.611 3.326 -0.018
H 3.468 0.459 3.485
H 1.488 4.100 1.100
H 0.485 2.867 5.389
H 2.859 2.427 4.855
H -1.312 -5.577 1.465
H -0.348 -2.301 4.693
H -0.895 4.281 1.220
H -1.642 -0.160 -2.777
H 1.242 4.258 -0.640
H 1.722 -1.061 2.658
H -3.018 1.805 -3.310
H -0.907 -6.651 -0.753
H 2.066 -0.115 -2.948
H -0.093 -5.270 -2.667
H 0.455 3.866 -4.728
H -1.978 3.826 -4.287
H 0.395 -1.289 -5.128
H -2.385 3.334 1.090
H -1.270 1.357 4.544
H -2.120 -2.121 4.568
H -1.907 -0.324 3.015
H 1.841 1.905 -4.177
H 2.087 -1.693 -4.722
*
```

Values from the calculation:
HOMO level (spin up / spin down) ... -9.23 / -10.11 eV
<S²> ... 0.7699
Calculated total energy ... -2249.72931 Ha
Kohn-Sham gap (spin up / spin down) ... 5.1 / 5.9 eV
Maximum force ... 0.456 eV/Å

8.
The following is a quantum chemistry calculation of a gas-phase ion, CH6N3S (charge +1), from the OMol25 dataset.

The geometry in ORCA input format:
```
! RIJCOSX wB97M-V def2-TZVPD def2/J DEFGRID3
* xyz 1 1
S 2.067 -0.399 -0.699
N -0.474 -1.119 -0.347
N 0.848 0.583 -1.403
N 0.360 0.870 0.859
C 0.443 -0.138 -0.306
H -0.541 -1.736 0.364
H 0.621 0.420 -2.597
H 0.923 1.797 0.646
H -1.374 -0.960 -0.911
H 0.882 0.289 1.511
H -0.687 1.132 1.214
*
```

Values from the calculation:
HOMO level ... -13.22 eV
Calculated total energy ... -603.79297 Ha
Structure (SMILES) ... N[C@]1([NH3+])NS1
Kohn-Sham gap ... 9.4 eV
Maximum force ... 6.296 eV/Å

9.
The following is a quantum chemistry calculation of a molecular structure, C4H8N2O, from the OMol25 dataset.

The geometry in ORCA input format:
```
! RIJCOSX wB97M-V def2-TZVPD def2/J DEFGRID3
* xyz 0 1
O -1.359 1.967 -0.763
N 2.009 -1.362 -0.405
N -0.575 -0.154 0.864
C -0.042 1.573 -1.042
C -0.167 -1.398 1.412
C 0.023 0.077 -0.885
C 1.271 -0.600 -0.884
H 0.687 -1.878 0.593
H -0.708 -0.442 -1.514
H -0.004 0.546 1.349
H 0.704 2.041 -0.373
H 0.202 1.887 -2.066
H 0.522 -1.438 2.262
H -1.666 1.379 -0.048
H -0.897 -2.199 1.501
*
```

Values from the calculation:
HOMO level ... -9.80 eV
Calculated total energy ... -341.85251 Ha
Kohn-Sham gap ... 10.3 eV
Maximum force ... 4.408 eV/Å

10.
The following is a quantum chemistry calculation of C5H10O in the gas phase, from the OMol25 dataset.

The geometry in ORCA input format:
```
! RIJCOSX wB97M-V def2-TZVPD def2/J DEFGRID3
* xyz 0 1
O 0.632 -1.452 -0.817
C -1.183 0.840 -1.416
C -0.426 1.602 -0.538
C 1.056 -1.339 0.538
C 0.088 -0.520 1.338
C -0.074 0.833 1.129
H -0.806 -1.014 1.692
H -2.129 0.444 -1.032
H 2.037 -0.858 0.543
H 0.024 -0.711 -0.991
H 0.597 1.772 -0.841
H -0.787 2.518 -0.122
H -0.964 1.179 1.654
H -1.207 1.011 -2.481
H 1.202 -2.331 0.955
H 0.773 1.458 1.383
*
```

Values from the calculation:
HOMO level ... -7.31 eV
Calculated total energy ... -271.54394 Ha
Kohn-Sham gap ... 6.1 eV
Maximum force ... 2.651 eV/Å

11.
The following is a quantum chemistry calculation of a molecular structure, C2H3NO2S2, from the OMol25 dataset.

The geometry in ORCA input format:
```
! RIJCOSX wB97M-V def2-TZVPD def2/J DEFGRID3
* xyz 0 1
S 0.575 1.074 -1.395
S 0.461 -1.023 0.383
O 1.440 -0.592 1.299
O 0.177 -2.392 0.244
N 0.840 -0.543 -1.213
C -0.893 0.376 0.720
C -0.563 1.368 -0.086
H -0.964 2.394 0.059
H -1.417 0.635 1.634
H 0.345 -1.296 -1.646
*
```

Values from the calculation:
HOMO level ... -9.28 eV
Calculated total energy ... -1079.52978 Ha
Kohn-Sham gap ... 9.9 eV
Maximum force ... 3.089 eV/Å